# C27H35F5IrN3O5PTe

A molecular structure, C27H35F5IrN3O5PTe at a distorted geometry (ωB97M-V/def2-TZVPD, the Open Molecules 2025 dataset).

The energy above the lowest of the compared OMol25 structures with the same formula, charge and spin is 15.4 kcal/mol. Its multiplicity is 6. As for the orbital gap (alpha / beta): 0.2478 / 0.1455 hartree.

Atoms and positions in Å:
Ir  -0.215  -0.093  -0.118
C  -2.950  1.293  -0.847
N  -2.337  1.157  0.474
C  -3.118  0.233  1.321
C  -2.294  -0.735  2.177
C  -1.181  -0.124  3.021
N  0.007  0.151  2.231
C  1.086  0.392  2.892
C  2.408  0.640  2.425
C  3.372  0.959  3.401
C  4.711  1.030  3.118
C  5.148  0.742  1.817
C  4.250  0.466  0.830
C  2.839  0.444  1.068
O  2.077  0.235  0.082
C  -2.300  2.473  1.125
C  -1.349  3.512  0.534
C  0.109  3.051  0.527
N  0.324  2.142  -0.561
C  1.199  2.452  -1.444
C  1.514  1.726  -2.628
C  2.526  2.212  -3.464
C  2.831  1.610  -4.659
C  2.130  0.464  -5.051
C  1.149  -0.056  -4.256
C  0.786  0.543  -3.011
O  -0.165  0.051  -2.336
H  -3.965  1.706  -0.766
H  -2.985  0.322  -1.332
H  -2.348  1.950  -1.469
H  -3.739  -0.385  0.670
H  -3.788  0.817  1.969
H  -1.845  -1.491  1.534
H  -2.994  -1.244  2.841
H  -0.929  -0.825  3.828
H  -1.517  0.805  3.504
H  1.018  0.379  3.990
H  3.031  1.140  4.412
H  5.426  1.269  3.890
H  6.206  0.733  1.600
H  4.561  0.237  -0.178
H  -2.013  2.332  2.167
H  -3.319  2.904  1.110
H  -1.423  4.406  1.159
H  -1.640  3.793  -0.479
H  0.341  2.543  1.467
H  0.768  3.931  0.435
H  1.767  3.384  -1.307
H  3.078  3.088  -3.151
H  3.604  2.010  -5.297
H  2.373  -0.011  -5.991
H  0.617  -0.954  -4.529
C  -0.267  -5.504  -2.731
C  -1.628  -5.315  -2.082
O  -1.657  -4.159  -1.267
P  -2.229  -2.773  -1.810
O  -1.946  -1.680  -0.856
Te  -4.603  -3.088  -2.114
O  -1.508  -2.579  -3.235
C  -2.172  -2.562  -4.474
C  -2.669  -1.171  -4.832
H  -0.272  -6.376  -3.381
H  0.488  -5.630  -1.963
H  -0.003  -4.623  -3.307
H  -1.851  -6.153  -1.415
H  -2.416  -5.258  -2.846
H  -3.019  -3.266  -4.472
H  -1.440  -2.907  -5.210
H  -3.459  -0.865  -4.150
H  -3.053  -1.168  -5.848
H  -1.855  -0.458  -4.746
F  -0.301  -3.066  0.772
C  0.617  -2.311  0.064
F  0.646  -2.850  -1.199
C  1.959  -2.707  0.685
F  3.012  -2.291  -0.020
F  2.102  -4.050  0.792
F  2.098  -2.238  1.939

Atom charges from the Löwdin analysis, given in e for atoms 1 to 8:
1 Ir 1.566
2 C -0.091
3 N -0.260
4 C -0.197
5 C -0.177
6 C -0.225
7 N -0.061
8 C -0.123